{
  "formula": "C2H2CoFLiO2",
  "method": "ωB97M-V/def2-TZVPD",
  "symbols": ["H", "Co", "F", "O", "C", "C", "Li", "H", "O"],
  "coordinates": [[-2.597, 0.890, -0.114], [1.868, 0.685, 0.824], [0.407, 0.026, 1.863], [-0.585, -0.840, 0.246], [-1.648, 0.988, -0.665], [-0.515, 0.289, -0.190], [0.926, -2.053, 0.895], [1.510, -0.486, -1.674], [1.201, -0.148, -0.827]],
  "forces_ev_per_a": [[-0.791, 0.662, -0.203], [0.772, 0.652, 0.675], [1.824, 0.266, -0.432], [-2.912, 3.610, -0.436], [0.159, -0.224, 0.305], [1.788, -6.315, -1.566], [-0.042, -1.146, 0.536], [0.003, 0.489, -1.401], [-0.801, 2.006, 2.523]],
  "nbo_charge": [0.315, 1.759, -0.668, -0.176, 0.679, 0.520, 0.987, 0.586, -1.002],
  "lumo_energy_ev": [-20.022, -19.459],
  "gap_ev": [7.19, 7.63],
  "de_lowest_kcal_mol": 59.6,
  "spin_multiplicity": 5,
  "homo_energy_ev": [-27.2117, -27.0856],
  "charge": 3
}


{
  "formula": "C25H42Cl4N2O17",
  "method": "ωB97M-V/def2-TZVPD",
  "symbols": ["H", "O", "H", "O", "C", "O", "C", "H", "O", "C", "H", "C", "H", "H", "H", "H", "C", "H", "C", "H", "O", "O", "O", "C", "H", "H", "C", "C", "C", "H", "H", "H", "H", "O", "C", "H", "N", "H", "H", "H", "H", "H", "H", "H", "N", "O", "H", "H", "O", "C", "C", "H", "H", "Cl", "H", "C", "C", "H", "O", "H", "C", "H", "C", "O", "C", "H", "Cl", "C", "O", "H", "O", "H", "H", "H", "Cl", "O", "H", "O", "H", "C", "C", "O", "C", "H", "C", "Cl", "H", "H", "C", "C"],
  "coordinates": [[11.307, -25.969, 15.328], [12.005, -20.018, 9.662], [8.360, -22.944, 7.291], [9.327, -18.863, 14.367], [8.873, -19.797, 12.282], [13.619, -25.616, 6.928], [11.578, -26.720, 14.593], [10.995, -23.763, 9.784], [9.461, -20.739, 13.200], [7.318, -22.894, 13.480], [6.525, -24.131, 8.422], [7.976, -23.129, 15.651], [8.020, -24.840, 4.691], [11.197, -26.017, 12.588], [8.848, -24.972, 14.845], [9.556, -18.818, 7.926], [7.673, -21.693, 8.888], [7.285, -22.467, 10.677], [11.033, -20.322, 8.660], [15.444, -21.106, 9.535], [14.170, -27.143, 5.360], [13.296, -22.748, 10.192], [9.983, -25.692, 8.347], [9.677, -20.166, 14.397], [7.454, -23.753, 16.373], [13.771, -20.590, 11.459], [12.026, -26.116, 13.282], [7.839, -21.996, 7.416], [14.101, -25.305, 8.246], [9.377, -19.831, 11.324], [10.250, -20.942, 9.106], [7.812, -20.005, 12.184], [15.895, -26.258, 8.934], [6.713, -22.499, 12.526], [9.192, -18.467, 12.998], [14.358, -21.824, 12.525], [11.539, -22.848, 11.638], [11.159, -22.302, 12.398], [13.256, -25.039, 8.877], [8.471, -22.316, 16.175], [8.431, -17.698, 12.933], [6.862, -22.179, 6.956], [6.345, -24.433, 10.155], [17.047, -20.993, 7.660], [7.450, -22.731, 9.712], [10.568, -26.030, 6.210], [11.454, -20.927, 7.859], [7.884, -24.751, 9.297], [8.555, -25.209, 6.651], [10.596, -18.925, 8.223], [10.643, -23.658, 10.804], [10.402, -24.617, 4.741], [10.138, -18.091, 12.601], [15.761, -19.818, 6.076], [8.026, -26.559, 5.104], [15.979, -20.913, 7.468], [12.730, -22.367, 11.216], [14.228, -20.275, 8.556], [8.462, -23.572, 13.423], [9.710, -23.097, 10.805], [15.294, -20.404, 8.718], [9.992, -23.659, 14.836], [8.521, -25.607, 5.283], [10.107, -20.729, 15.351], [8.932, -23.885, 14.740], [12.417, -25.103, 13.382], [13.245, -27.107, 12.442], [14.238, -26.718, 6.471], [10.928, -18.113, 9.327], [12.784, -20.871, 12.819], [6.980, -22.633, 14.753], [10.537, -24.626, 11.282], [8.327, -21.135, 6.974], [15.563, -21.869, 7.163], [15.920, -18.806, 9.218], [15.000, -27.275, 7.432], [12.286, -27.437, 14.993], [12.573, -18.190, 10.856], [14.703, -24.402, 8.143], [11.890, -18.749, 10.065], [9.717, -25.653, 7.192], [7.911, -20.566, 9.319], [13.446, -21.395, 12.127], [11.199, -18.662, 7.345], [10.014, -25.612, 4.945], [10.030, -27.628, 14.380], [10.272, -26.344, 4.187], [14.439, -27.113, 9.473], [14.881, -26.549, 8.656], [7.028, -24.077, 9.390]],
  "forces_ev_per_a": [[0.369, 0.140, 0.028], [0.413, -0.462, 0.254], [0.360, 0.203, -0.114], [0.348, -0.204, -0.023], [0.036, 0.972, 0.554], [-0.018, -0.210, -0.005], [-0.684, -0.194, -0.078], [0.311, 0.018, 0.075], [0.203, -0.452, -0.257], [0.327, 0.667, 0.447], [-0.131, 0.160, 0.122], [0.024, -0.032, 0.399], [-0.204, -0.006, 0.241], [-0.117, -0.199, 0.121], [-0.117, 0.119, 0.085], [-0.150, -0.112, 0.488], [0.870, -0.215, -0.222], [0.087, 0.045, 0.030], [-0.820, -0.342, 0.082], [-0.016, -0.008, 0.012], [-0.237, 0.067, 0.011], [-0.422, -0.104, 0.051], [-0.251, 0.137, 0.378], [-0.308, 0.839, -0.225], [0.176, -0.160, -0.003], [0.114, -0.094, 0.033], [-0.123, 0.442, -0.403], [-0.703, -0.405, 0.355], [-0.492, 0.529, -0.189], [-0.122, -0.355, -0.099], [-0.053, 0.384, 0.131], [0.001, -0.114, -0.087], [-0.055, -0.165, 0.224], [-0.178, -0.177, 0.015], [-0.092, -0.394, -0.566], [-0.194, -0.181, 0.439], [0.434, 0.506, -0.234], [-0.461, -0.282, -0.045], [-0.015, -0.213, 0.043], [-0.137, 0.199, -0.162], [-0.110, -0.077, -0.049], [0.019, 0.298, -0.051], [0.017, -0.004, 0.067], [0.022, -0.102, -0.201], [-0.643, 0.317, 0.503], [-0.188, 0.042, 0.070], [0.439, 0.245, 0.030], [-0.055, -0.010, 0.268], [-0.437, -0.449, 0.353], [0.209, -0.748, -1.092], [0.033, 0.905, 0.856], [-0.032, -0.017, -0.279], [0.047, 0.176, 0.362], [-0.047, 0.024, -0.049], [0.060, -0.158, 0.442], [0.125, 0.234, 0.303], [1.112, -0.645, -0.197], [-0.002, -0.095, 0.062], [0.377, -0.224, -0.293], [-0.316, -0.520, -0.183], [-0.231, 0.119, -0.313], [-0.097, 0.584, -0.056], [0.638, 1.019, -1.050], [0.070, -0.427, 0.271], [-0.127, -1.196, -0.104], [0.280, -0.184, 0.261], [0.060, -0.032, 0.054], [0.135, 0.047, -0.148], [0.090, 0.057, 0.531], [0.229, -0.452, 0.498], [-0.174, 0.210, -0.254], [-0.336, -0.173, -0.324], [0.066, -0.110, -0.283], [0.030, -0.105, 0.143], [0.069, -0.139, 0.071], [-0.185, -0.396, 0.334], [0.142, 0.146, 0.082], [-0.061, -0.302, 0.698], [0.215, -0.135, 0.176], [-0.206, 0.930, -1.277], [0.692, -0.188, -0.799], [-0.300, 0.110, 0.086], [-0.466, 1.007, -1.025], [0.075, 0.382, 0.233], [-0.398, -0.613, 0.655], [0.118, -0.116, -0.053], [0.222, 0.115, -0.052], [-0.227, -0.303, -0.301], [0.789, 0.875, -0.108], [0.285, -0.271, -0.776]],
  "mulliken_charge": [0.218, 0.172, 0.086, -0.400, 0.476, -0.295, -0.402, 0.172, 0.113, 0.551, 0.353, -0.469, 0.324, -0.137, 0.152, 0.323, 0.708, 0.181, 0.497, 0.179, -0.569, -0.488, -0.508, 0.437, 0.306, 0.115, 0.171, -1.089, 0.753, -0.479, -0.709, 0.238, 0.306, -0.715, -0.427, 0.347, 0.844, -0.289, -0.321, 0.266, 0.345, 0.420, 0.339, 0.414, 0.288, -0.261, 0.438, 0.169, -0.291, -0.486, -0.444, 0.262, 0.248, -0.214, 0.287, -0.252, 0.722, -0.313, -0.144, -0.047, 0.340, 0.154, -0.390, -0.581, 0.148, 0.130, -0.218, 0.665, -0.436, 0.224, -0.412, -0.105, 0.356, 0.042, -0.201, -0.361, 0.423, -0.553, -0.162, 0.398, 0.601, -0.623, -1.035, 0.359, -0.396, -0.207, 0.339, 0.203, -0.226, -0.946],
  "lumo_energy_ev": 0.258,
  "smiles": "O=C1OCCO1.O=C1OCCO1.O=C1OCCO1.O=C1OCCO1.O=C1OCCO1.CNC(C)=O.CNC(C)=O.ClCCCl.ClCCCl",
  "gap_ev": 9.88,
  "homo_energy_ev": -9.6262
}


{
  "formula": "C2H10O4",
  "method": "ωB97M-V/def2-TZVPD",
  "symbols": ["H", "O", "H", "H", "O", "H", "H", "H", "O", "O", "H", "H", "H", "H", "C", "C"],
  "coordinates": [[-1.312, -2.396, -1.979], [-0.512, -2.043, -2.398], [-0.754, -1.113, -2.313], [-3.073, -1.468, -0.449], [1.999, 1.657, -0.049], [-1.172, 2.498, 0.133], [0.396, 0.764, 1.711], [3.069, 0.049, 0.264], [-0.716, 1.684, -0.097], [-2.397, -0.913, -0.842], [-1.913, -0.388, -0.189], [1.670, 0.054, 2.681], [0.251, 1.865, -0.130], [1.055, -0.962, 1.383], [2.172, 0.643, 0.601], [1.237, 0.066, 1.674]],
  "forces_ev_per_a": [[0.424, -0.212, -0.123], [-0.375, -0.029, 0.072], [0.342, 0.122, -0.193], [0.086, 0.271, 0.498], [-0.380, -0.371, 0.814], [0.179, 0.042, -0.093], [-0.284, -0.755, -0.058], [-0.502, 0.019, 0.759], [0.023, -0.192, -0.029], [-0.043, 0.162, -0.358], [-0.358, -0.122, 0.102], [0.388, -0.022, -0.337], [-0.592, 0.224, 0.012], [-0.531, -0.081, -0.003], [0.794, -0.421, -0.621], [0.831, 1.365, -0.441]],
  "nbo_charge": [0.471, -0.948, 0.474, 0.478, -0.559, 0.475, 0.253, 0.122, -0.997, -0.980, 0.503, 0.241, 0.495, 0.245, 0.466, -0.740],
  "lumo_energy_ev": 0.627,
  "smiles": "CC=O.O.O.O",
  "gap_ev": 11.11,
  "de_lowest_kcal_mol": 12.6,
  "homo_energy_ev": -10.4806
}


{
  "formula": "C20H28NO3PSr",
  "method": "ωB97M-V/def2-TZVPD",
  "symbols": ["H", "C", "C", "H", "H", "H", "H", "H", "H", "H", "H", "H", "N", "C", "C", "H", "H", "C", "C", "H", "O", "C", "C", "H", "C", "H", "H", "C", "H", "O", "C", "C", "H", "C", "O", "H", "H", "C", "P", "H", "C", "C", "C", "C", "H", "C", "H", "H", "Sr", "C", "H", "H", "H", "H"],
  "coordinates": [[-2.262, -3.614, -1.725], [2.728, 0.557, -1.336], [-0.915, -0.143, 6.168], [-1.371, 3.452, -3.395], [4.654, -1.496, -0.480], [-1.101, -0.180, -0.738], [-2.932, -2.994, -3.180], [2.138, -3.113, -1.936], [2.858, 2.740, -2.893], [-3.623, -2.422, -1.585], [-2.815, -0.591, -0.669], [1.696, -1.681, -2.925], [-1.701, -1.572, -2.222], [-2.699, -2.680, -2.148], [1.575, 1.353, -1.893], [3.476, 0.340, -2.107], [-1.077, -0.977, 6.848], [-1.411, -1.277, -3.649], [0.008, 2.042, 5.736], [0.082, -2.899, 2.188], [-1.704, -0.531, 1.968], [-2.023, -0.349, -1.396], [-0.131, 0.948, 6.574], [0.540, 2.945, 6.030], [-1.141, 0.784, 3.927], [-2.120, -1.002, 4.577], [0.359, 0.961, 7.549], [2.372, -2.059, -2.147], [-0.335, -1.336, -3.851], [-0.229, 2.976, 3.584], [0.780, 3.225, -3.234], [-2.177, 1.084, -1.983], [1.012, 4.073, -3.875], [3.801, -1.551, 0.210], [-0.801, 1.506, 1.682], [-1.837, -2.094, -4.232], [3.705, -2.580, 0.580], [0.267, 0.997, -1.683], [2.216, -1.068, -0.599], [-0.427, 2.553, 2.648], [-1.257, 0.572, 2.423], [-0.475, 1.962, 4.408], [-1.463, -0.185, 4.875], [1.826, 2.494, -2.692], [3.237, 1.104, -0.533], [-0.551, 2.848, -2.987], [3.985, -0.894, 1.070], [-1.778, -0.305, -3.986], [-0.789, -2.226, -0.342], [-0.799, 1.660, -2.255], [0.753, -2.255, 2.135], [-2.660, 1.668, -1.178], [-2.871, 1.223, -2.818], [3.407, -1.993, -2.508]],
  "forces_ev_per_a": [[-0.113, 0.187, 0.147], [-0.121, -0.037, 0.646], [-0.206, -0.042, -0.218], [0.269, -0.232, 0.058], [-0.150, 0.027, 0.168], [-0.569, 0.927, -0.920], [-0.369, 0.126, 0.757], [0.125, 0.072, -0.214], [0.177, 0.348, -0.219], [0.582, -0.150, -0.383], [-0.407, 0.061, -0.548], [0.158, -0.036, 0.257], [-2.063, 1.030, -2.843], [-0.469, 0.247, -0.564], [-0.059, 1.479, -0.948], [0.031, 0.020, 0.083], [-0.068, 0.202, -0.113], [0.845, -0.484, -0.191], [-0.200, -0.321, -0.467], [2.785, 2.572, -0.045], [0.332, -0.175, -0.105], [-0.545, 0.615, 0.999], [-0.353, 0.094, -0.265], [-0.061, -0.259, -0.084], [0.443, 0.674, 0.270], [0.394, 0.007, 0.009], [-0.262, -0.063, -0.152], [-0.003, -0.305, -0.064], [-0.157, 0.377, 0.237], [0.019, -0.282, -0.554], [-0.343, -0.028, 0.119], [-0.339, -0.234, 0.493], [-0.178, -0.038, 0.202], [0.041, -0.113, 0.041], [-0.630, -0.877, 0.635], [-0.077, 0.403, -0.294], [0.116, 0.197, -0.041], [0.115, -2.490, 0.542], [-0.089, 0.285, -0.363], [0.077, 0.438, 0.390], [0.171, 0.282, -0.614], [0.070, -0.462, -0.004], [0.433, -0.229, 0.350], [0.124, -0.930, 0.424], [-0.022, 0.048, -0.083], [-0.191, -0.662, 0.038], [-0.034, -0.163, -0.186], [-0.029, -0.235, 0.173], [2.624, 0.463, 3.883], [0.847, 1.227, -0.351], [-2.777, -2.657, 0.111], [0.245, -0.306, -0.009], [0.127, -0.478, -0.137], [-0.261, -0.120, -0.052]],
  "nbo_charge": [0.143, -0.700, -0.298, 0.194, 0.220, 0.253, 0.244, 0.200, 0.190, 0.234, 0.207, 0.241, -0.607, -0.463, -0.101, 0.215, 0.204, -0.392, -0.299, -0.067, -0.858, -0.375, -0.181, 0.219, -0.279, 0.214, 0.206, -0.956, 0.215, -0.694, -0.247, -0.466, 0.206, -0.948, -0.721, 0.181, 0.224, -0.409, 0.734, 0.504, 0.786, 0.380, -0.145, -0.214, 0.236, -0.240, 0.244, 0.232, 1.784, -0.013, 0.067, 0.252, 0.212, 0.232],
  "lumo_energy_ev": -1.437,
  "gap_ev": 4.67,
  "homo_energy_ev": -6.1045
}


{
  "formula": "C4H8O2",
  "method": "ωB97M-V/def2-TZVPD",
  "symbols": ["C", "H", "H", "C", "C", "H", "H", "H", "O", "O", "H", "C", "H", "H"],
  "coordinates": [[-0.001, 0.066, 1.857], [-2.016, 1.527, -0.738], [0.514, 0.714, -0.734], [0.291, -0.334, -0.478], [1.077, -1.283, -1.361], [0.841, -2.320, -1.106], [-0.793, -0.485, -0.602], [0.171, -0.338, 2.847], [-1.462, 2.083, 1.925], [0.665, -0.598, 0.862], [-1.520, 2.069, -0.656], [-0.754, 1.150, 1.823], [0.835, -1.119, -2.415], [2.152, -1.133, -1.224]],
  "forces_ev_per_a": [[-0.053, 0.066, 0.175], [-0.085, 0.022, -0.106], [-0.033, -0.144, 0.084], [-0.076, 0.084, -0.223], [-0.001, -0.012, 0.012], [0.019, 0.134, -0.038], [0.162, 0.010, 0.070], [-0.049, 0.048, -0.050], [0.610, -0.735, -0.110], [0.074, -0.048, 0.044], [-0.055, 0.081, -0.116], [-0.383, 0.482, 0.117], [0.011, 0.005, 0.154], [-0.140, 0.007, -0.013]],
  "nbo_charge": [-0.190, -0.002, 0.167, -0.061, -0.622, 0.216, 0.171, 0.238, -0.455, -0.499, 0.000, 0.606, 0.215, 0.216],
  "lumo_energy_ev": 0.556,
  "smiles": "CCOC=C=O.[H][H]",
  "gap_ev": 8.89,
  "de_lowest_kcal_mol": 82.2,
  "homo_energy_ev": -8.3290
}